Density functional theory data (the ωB97M-V functional and the def2-TZVPD basis) for C31H47EuNO4P2 as an isolated structure.

Summary:
Kohn-Sham gap (spin up / spin down)   5.5 / 5.6 eV
⟨S²⟩   12.25
Strongest force on any atom   6.76 eV Å⁻¹
LUMO (spin up / spin down)   -4.2 / -4.1 eV

Geometry as ORCA input:
```
! RIJCOSX wB97M-V def2-TZVPD def2/J DEFGRID3
* xyz 1 7
Eu -0.4075 0.9913 -0.5630
C 3.4095 0.3249 1.1855
C 2.5155 1.2154 1.8308
C 2.4287 -0.8025 2.9237
C 3.3375 -0.9302 1.8395
C 1.9115 0.5151 2.9064
C 4.2909 0.6113 0.0397
H 4.4007 1.6870 -0.1239
H 3.9162 0.1835 -0.9050
H 5.2909 0.1857 0.2090
C 4.0806 -2.1334 1.4216
H 5.0647 -1.8640 1.0026
H 3.5287 -2.6645 0.6235
H 4.2044 -2.8347 2.2660
C 2.0759 -1.8302 3.9159
H 2.7296 -2.7063 3.8192
H 1.0328 -2.1782 3.8073
H 2.1822 -1.4323 4.9374
C 0.9007 1.0543 3.8337
H 1.1055 0.7278 4.8642
H -0.1185 0.7108 3.5728
H 0.8969 2.1532 3.8176
C 2.2777 2.6363 1.4941
H 2.4487 3.2644 2.3885
H 1.2335 2.8487 1.1547
H 2.9686 2.9604 0.7006
C -1.5215 1.9266 -4.1218
C -0.2741 2.3665 -3.8649
C 0.0720 3.7051 -3.2864
C -0.6917 4.0989 -2.0059
C -1.2289 3.0065 -1.1756
C -2.5389 2.5361 -1.2959
C -3.4071 2.6656 -2.5315
C -2.7893 2.6637 -3.9563
H -0.1277 4.4805 -4.0608
H -1.4850 4.8153 -2.2416
H 1.1574 3.7134 -3.0627
H -2.6943 3.7049 -4.3129
H -1.6439 0.9779 -4.6229
H 0.5422 1.9001 -4.4361
H -3.5341 2.1486 -4.5997
H -4.1667 1.8684 -2.4775
H -3.2397 2.6434 -0.4497
H -3.9903 3.6089 -2.4320
H 0.0380 4.5989 -1.3491
H -0.7768 3.0825 -0.1397
P -0.0002 -1.2071 -3.1970
P -2.8414 1.0714 1.2268
C -1.9367 -0.3315 -2.2067
C -2.7355 -0.3824 -1.0249
H -2.4778 -0.6439 -3.1099
H -1.6625 0.7199 -2.4784
H -3.6765 0.2469 -0.9887
H -2.8767 -1.3131 -0.4403
C -3.0820 -0.1067 2.5157
H -2.6783 0.3598 3.4294
H -2.5249 -1.0277 2.2897
H -4.1732 -0.2754 2.5487
C -3.2125 2.5913 2.0922
H -4.3336 2.6424 2.0584
H -2.7808 3.5011 1.6171
H -2.8173 2.4945 3.1226
C 0.3518 -0.6675 -4.9296
H 1.1772 0.0471 -5.0427
H -0.5320 -0.2337 -5.3971
H 0.6770 -1.5992 -5.4249
C 1.3565 0.0501 -2.6643
H 2.0753 -0.5103 -2.0124
H 1.0634 1.0456 -2.2476
H 1.8467 0.4375 -3.5769
O -0.6547 -0.7784 1.2325
C 0.0718 -1.6874 0.6894
O 0.8996 -1.3742 -0.2290
C -0.0293 -3.1423 1.1577
C -1.2230 -3.6884 1.6909
C -1.2026 -4.9907 2.1745
C 0.0079 -5.7097 2.1897
C 1.1842 -5.1839 1.5935
C 1.1379 -3.9100 1.0660
N 0.0851 -6.9458 2.9035
O -0.9750 -7.4205 3.3729
O 1.2061 -7.4991 3.0346
H -2.1271 -3.1000 1.7364
H -2.1098 -5.4475 2.5503
H 2.0928 -5.7476 1.5393
H 2.0250 -3.4887 0.5994
*
```

Computed Löwdin charges, given in elementary charges: 1.73 -0.19 -0.24 -0.21 -0.19 -0.19 -0.02 0.07 0.08 0.09 -0.02 0.09 0.07 0.09 -0.03 0.08 0.09 0.09 -0.01 0.09 0.08 0.08 -0.06 0.09 0.04 0.07 -0.15 -0.15 -0.16 -0.17 -0.36 -0.21 -0.15 -0.15 0.14 0.13 0.12 0.13 0.07 0.10 0.13 0.12 0.06 0.14 0.12 0.07 1.03 0.85 -0.44 -0.30 0.06 -0.05 0.03 0.06 -0.32 0.05 0.01 0.06 -0.35 0.06 0.04 0.04 -0.34 0.02 0.02 0.05 -0.38 0.03 -0.03 0.03 -0.22 -0.56 -0.14 -0.10 0.01 0.03 -0.13 0.04 -0.01 -0.31 0.06 0.06 0.10 0.12 0.12 0.09